Record 1
Density functional theory data (ωB97M-V/def2-TZVPD) for C29H15F4N7Pd as an isolated structure.

```
56
C29H15F4N7Pd (ωB97M-V/def2-TZVPD)
Pd 0.14650 -0.33640 0.31513
F 5.80759 -1.98488 -3.71878
F 1.83907 -3.01171 -1.32022
F 5.50270 -4.15230 -5.16917
F 1.50580 -5.16646 -2.78740
N 0.99115 -7.08494 -4.97905
N 1.63750 -0.08421 -1.08680
N 4.96833 -6.77328 -6.61221
N 0.71158 1.17537 1.58604
N 6.00562 0.21158 -1.49079
N -0.70895 -0.96668 1.93249
N -1.13982 -1.76170 -0.50181
C 1.29467 3.35897 2.28736
C -2.52504 -3.58806 0.18532
C 4.77019 -2.76904 -3.49161
C 4.61100 -3.88732 -4.23901
C 4.22408 -6.32519 -5.85928
C 3.84137 -1.12058 -1.90054
C 5.03903 -0.37128 -1.70968
C 2.71322 -3.27255 -2.31073
C 1.12190 3.01179 3.60524
C -2.35251 -2.99344 -2.11941
C 2.63197 -0.53335 -1.44079
C 3.25582 -5.84303 -4.92492
C 0.44117 0.85366 2.88923
C -1.58949 -2.85097 3.02302
C -1.34032 -2.14597 1.86101
C 0.66614 1.73355 3.91442
C 3.79750 -2.36077 -2.52304
C -2.85274 -3.82608 -1.14636
C 1.09297 2.42073 1.27211
C -0.23956 -0.44668 3.07694
C -0.45017 -1.12015 4.26339
C -1.48654 -1.95198 -1.78037
C 3.46689 -4.75474 -4.10072
C -0.98081 -1.02168 -2.83738
C 2.00871 -6.55198 -4.94756
C 1.30365 2.81340 -0.15633
C -1.13534 -2.32887 4.22711
C 2.54202 -4.38708 -3.05400
C -1.68315 -2.54684 0.47630
H 0.46370 1.45076 4.93741
H -1.73729 -0.25866 -3.03556
H -3.51341 -4.64198 -1.40734
H -0.06960 -0.51847 -2.53640
H -0.80812 -1.55451 -3.77055
H -1.29566 -2.88090 5.14361
H 1.30485 3.73116 4.39227
H 1.57796 4.36574 2.01350
H -2.62124 -3.13221 -3.15750
H 0.65795 2.25954 -0.83161
H 2.34130 2.64147 -0.44846
H 1.10016 3.87537 -0.27576
H -2.93493 -4.20470 0.97201
H -0.07237 -0.72718 5.19596
H -2.09843 -3.80303 2.99289
```

Output
charge	+2
spin multiplicity	1
E	-2024.14453	hartree
largest force on an atom	0.773	eV/A
frontier orbital gap (spin up / spin down)	5.779 / 6.286	eV

Formally, the Löwdin partial charges of the atoms, in units of the elementary charge, are as follows: Pd 1.059; F 0.167; F 0.100; F 0.178; F 0.151; N 0.244; N 0.094; N 0.263; N 0.026; N 0.229; N -0.004; N 0.033; C 0.022; C 0.027; C -0.129; C -0.118; C -0.133; C -0.112; C -0.162; C -0.121; C 0.011; C 0.019; C -0.068; C -0.076; C -0.177; C 0.042; C -0.164; C 0.027; C -0.004; C 0.010; C -0.265; C -0.165; C 0.043; C -0.277; C -0.001; C -0.009; C -0.136; C -0.025; C 0.021; C -0.121; C -0.178; H 0.128; H 0.108; H 0.134; H 0.032; H 0.097; H 0.136; H 0.135; H 0.136; H 0.135; H 0.056; H 0.097; H 0.099; H 0.127; H 0.131; H 0.129

Record 2
Density functional theory data (ωB97M-V/def2-TZVPD) for C29H18Br2FeN5O3 as an isolated structure.

```
58
C29H18Br2FeN5O3 (ωB97M-V/def2-TZVPD)
Br -2.07305 2.07161 4.51967
Br -3.32837 6.15985 0.83027
Fe 0.43420 0.28866 0.41576
O 1.96729 -4.72070 -0.42505
O -0.58874 0.92134 2.02394
O 1.32740 -0.63616 -1.21671
N 1.90037 1.25819 1.57674
N 1.40001 -1.18937 1.15926
N -5.63536 -3.49075 -1.54089
N -0.34370 1.93050 -0.37214
N 1.54813 -2.28914 0.36438
C 2.11136 -1.00786 2.20822
C -1.09889 2.63392 0.51593
C -1.54223 4.30896 -1.14981
C 1.91938 -4.22816 -1.67352
C 2.05315 -4.69774 -4.03575
C 2.07046 2.56182 1.77109
C -1.17175 -0.72716 -0.12738
C 1.61506 -2.47025 -3.29160
C -4.68782 -2.90740 -1.24290
C 1.46933 -1.84977 -0.89904
C -3.50724 -2.17526 -0.86911
C 1.67196 -2.87570 -1.96029
C -3.12904 -2.08230 0.46939
C -1.72056 3.85148 0.17884
C -2.54738 3.96341 2.44586
C -2.73190 -1.54637 -1.84154
C -1.99366 -1.36921 0.81688
C 1.79827 -3.36131 -4.33217
C 2.97371 2.21603 3.94968
C 2.79809 0.85585 3.76300
C -1.18290 2.02546 1.82538
C -0.19480 2.37749 -1.59468
C 2.11537 -5.12710 -2.72528
C -1.92516 2.75424 2.76219
C -1.59750 -0.84774 -1.46342
C 2.25148 0.40968 2.56843
C -0.79137 3.58080 -2.02459
C 2.60732 3.08782 2.93560
C -2.45685 4.50676 1.19043
H 1.41948 -1.42271 -3.47981
H -3.02352 -1.61715 -2.88291
H 2.72717 4.15727 3.03783
H -1.00598 -0.38451 -2.24742
H 1.75530 3.20684 0.95901
H 1.74288 -3.02588 -5.35934
H -0.64732 3.90990 -3.04453
H 2.74202 -1.78071 2.63710
H -1.73152 -1.30144 1.86698
H 0.40829 1.76844 -2.25750
H 2.30108 -6.16432 -2.47859
H 1.73957 -3.97307 0.18897
H 2.19776 -5.41326 -4.83677
H -2.00817 5.23560 -1.45749
H -3.73211 -2.57093 1.22580
H 3.38507 2.59234 4.87761
H -3.11072 4.47744 3.21291
H 3.05664 0.14174 4.53308
```

Output
energy relative to the best compared isomer or geometry (same formula, charge and spin)	0.0	kcal per mole
charge	-1
spin multiplicity	1
E	-8027.27743	hartree
largest force on an atom	0.491	eV/A
frontier orbital gap	6.961	eV

Formally, the Löwdin partial charges of the atoms, in units of the elementary charge, are as follows: Br 0.733; Br 0.714; Fe 0.439; O 0.041; O -0.107; O -0.065; N 0.070; N -0.061; N 0.111; N 0.053; N 0.077; C -0.036; C -0.117; C -0.039; C -0.276; C -0.103; C -0.102; C -0.152; C -0.031; C -0.211; C -0.424; C -0.269; C -0.068; C -0.053; C -0.193; C -0.186; C -0.053; C -0.086; C -0.105; C -0.069; C -0.019; C -0.402; C -0.094; C -0.027; C -0.608; C -0.099; C -0.232; C -0.044; C -0.056; C -0.642; H 0.110; H 0.106; H 0.101; H 0.082; H 0.117; H 0.090; H 0.101; H 0.125; H 0.092; H 0.117; H 0.110; H 0.062; H 0.095; H 0.075; H 0.106; H 0.103; H 0.089; H 0.111

Record 3
Density functional theory data (ωB97M-V/def2-TZVPD) for C29H18BrHfN5O8 as an isolated structure at a distorted geometry.

```
62
C29H18BrHfN5O8 (ωB97M-V/def2-TZVPD)
Hf 16.91840 9.03280 13.13616
Br 17.72564 9.51332 16.75991
O 15.76333 7.85558 14.11746
O 14.12938 13.27389 18.19370
O 8.71083 11.23123 9.59352
O 13.60578 7.65083 14.46359
O 20.03478 10.33060 11.11318
O 12.68452 11.49312 18.15281
O 18.85408 8.81512 12.24912
O 16.14352 10.21340 11.80971
N 15.93051 7.72146 11.46904
N 15.71112 10.31749 14.55968
N 18.72465 10.18313 14.33141
N 12.60667 8.42111 6.79726
N 13.78370 8.25622 7.14851
C 11.56582 9.10189 8.96233
C 14.32434 11.58228 16.56871
C 15.65146 6.41962 11.43557
C 11.71973 9.27332 7.60681
C 13.96107 10.25607 16.16037
C 15.73018 9.90299 10.55560
C 18.94701 10.44216 15.61663
C 13.61311 12.17905 17.74322
C 10.85547 10.15615 6.97064
C 16.03603 11.56144 14.97589
C 14.52533 10.17886 8.45731
C 15.32744 12.28336 15.92623
C 9.93512 10.91145 7.67256
C 14.34815 8.82067 8.27820
C 14.59108 8.29146 14.60656
C 14.83700 7.93722 9.26958
C 20.78170 11.79535 15.09598
C 15.09420 5.82365 10.27235
C 20.64236 11.47259 13.73624
C 19.94378 11.27507 16.07642
C 15.22313 10.72702 9.55496
C 19.60686 10.63646 13.41883
C 14.67775 9.69724 15.13484
C 9.76070 10.68710 9.03359
C 14.71597 6.51893 9.19131
C 15.51881 8.49895 10.36840
C 10.58678 9.76318 9.71140
C 19.55524 9.90448 12.11472
C 8.72040 11.37825 10.98679
H 8.18645 10.62099 11.46736
H 15.21500 11.76443 9.67589
H 13.20194 9.69008 16.68374
H 14.19599 10.83549 7.72057
H 9.75565 11.39290 11.37361
H 15.84918 5.83639 12.36233
H 8.22701 12.31857 11.20266
H 21.41483 11.78260 13.05036
H 14.98557 4.71409 10.25801
H 14.30679 6.00992 8.35382
H 15.57796 13.26190 16.23876
H 12.19325 8.44128 9.53996
H 10.49982 9.56148 10.75554
H 16.91733 12.02010 14.50387
H 9.25814 11.59387 7.18546
H 20.17035 11.29782 17.16622
H 10.86351 10.27264 5.89411
H 21.60031 12.39295 15.43544
```

Output
energy relative to the best compared isomer or geometry (same formula, charge and spin)	12.6	kcal per mole
spin multiplicity	1
E	-4613.77048	hartree
largest force on an atom	3.252	eV/A
frontier orbital gap	6.363	eV

Formally, the Löwdin partial charges of the atoms, in units of the elementary charge, are as follows: Hf 1.753; Br 0.898; O -0.224; O -0.070; O -0.048; O 0.160; O 0.141; O 0.001; O -0.159; O -0.217; N 0.017; N -0.079; N -0.030; N 0.118; N 0.064; C -0.032; C -0.072; C -0.063; C -0.262; C 0.106; C -0.256; C -0.675; C -0.677; C -0.024; C -0.140; C 0.010; C 0.032; C 0.008; C -0.262; C -0.519; C -0.094; C -0.008; C -0.043; C 0.041; C -0.062; C 0.045; C -0.183; C -0.214; C -0.315; C 0.021; C -0.107; C 0.017; C -0.610; C -0.061; H 0.078; H 0.104; H 0.138; H 0.106; H 0.102; H 0.136; H 0.098; H 0.134; H 0.129; H 0.117; H 0.115; H 0.111; H 0.102; H 0.119; H 0.121; H 0.134; H 0.115; H 0.113

Q: Which of these has the lowest largest force on an atom?
A: C29H18Br2FeN5O3

Q: What is the formula in the third record?
A: C29H18BrHfN5O8

Q: Number 3 is which compound?
A: C29H18BrHfN5O8